Record 1
Formula: C4H10N
Source: the OMol25 dataset
Level of theory: the ωB97M-V functional and the def2-TZVPD basis

Properties
⟨S²⟩: 0.75
max |F|: 0.0352 hartree/bohr
E_tot: -213.0283 a.u.
ΔE to the lowest compared entry with this formula, charge and spin: 29.5 kcal per mole

Geometry as ORCA input:
```
! RIJCOSX wB97M-V def2-TZVPD def2/J DEFGRID3
* xyz 0 2
C -1.00384 0.72545 -0.40090
N -0.02986 1.01612 0.71050
C 0.95795 -0.09242 0.83729
C 0.31228 -1.22233 0.02302
C -0.32978 -0.47690 -1.13133
H -1.09618 1.63435 -0.98648
H -1.97198 0.38428 -0.04832
H 0.46845 1.90288 0.47656
H -0.58210 1.17925 1.61892
H 1.84579 0.19493 0.27252
H 1.30640 -0.33128 1.83351
H -0.28585 -1.87372 0.66172
H 1.01285 -1.96791 -0.38453
H 0.46270 -0.06410 -1.75460
H -1.06682 -1.00861 -1.72788
*
```

Calculated atomic charges, method Löwdin, unit e:
1. C -0.222
2. N -0.067
3. C -0.232
4. C -0.211
5. C -0.183
6. H 0.085
7. H 0.098
8. H 0.041
9. H 0.064
10. H 0.098
11. H 0.097
12. H 0.106
13. H 0.112
14. H 0.104
15. H 0.111

***

Record 2
Formula: C3H7O3Pd
Source: the OMol25 dataset
Level of theory: the ωB97M-V functional and the def2-TZVPD basis

Properties
⟨S²⟩: 2.06
max |F|: 0.3026 hartree/bohr
E_tot: -471.4942 a.u.

Geometry as ORCA input:
```
! RIJCOSX wB97M-V def2-TZVPD def2/J DEFGRID3
* xyz 1 3
O -0.89945 -0.90713 1.11292
C -0.38236 0.38243 1.33904
C 0.15890 0.95287 0.04224
O 1.56082 0.93410 -0.12627
C 2.17740 -0.08384 0.27321
Pd -0.91955 -0.61559 -0.53937
H 0.41247 0.37436 2.11801
H -1.16617 1.07596 1.70233
H -0.09635 1.99699 -0.16592
H -1.80650 -0.40625 -2.70724
H 3.26000 -0.06171 0.12983
H 1.79331 -0.95920 0.80494
O -1.76103 -0.95963 -1.91899
H -2.33148 -1.72335 -2.06472
*
```

Calculated atomic charges, method Löwdin, unit e:
1. O -0.314
2. C -0.343
3. C -0.278
4. O -0.006
5. C 0.056
6. Pd 1.165
7. H 0.146
8. H 0.134
9. H 0.131
10. H 0.122
11. H 0.123
12. H 0.115
13. O -0.186
14. H 0.132

***

Record 3
Formula: C12H21N2O
Source: the OMol25 dataset
Level of theory: the ωB97M-V functional and the def2-TZVPD basis

Properties
max |F|: 0.0740 hartree/bohr
E_tot: -654.2421 a.u.
ΔE to the lowest compared entry with this formula, charge and spin: 88.3 kcal per mole

Geometry as ORCA input:
```
! RIJCOSX wB97M-V def2-TZVPD def2/J DEFGRID3
* xyz 1 1
C 1.02412 2.79603 0.22401
C 0.38414 1.80688 -0.09563
C 1.62213 -1.73446 0.08473
C -3.68961 -0.43532 0.25135
C -3.10758 0.09226 1.54848
C -2.39303 -0.66189 -0.54283
C -2.15713 1.09467 1.05996
C 1.71072 4.00471 0.74758
C 1.55776 -2.97528 -0.80291
C -0.03561 0.17499 -1.95094
C 3.91522 -1.15017 0.03428
C -0.42503 0.78121 -0.66133
N 2.51426 -0.97403 0.46660
N -1.54690 0.45080 -0.15309
O 0.32513 -1.47396 0.51934
H -4.14120 -1.44491 0.29995
H -4.30425 0.43031 -0.17730
H -3.94310 0.40004 2.23694
H -2.52984 -0.62983 2.23782
H -1.98968 -1.71537 -0.10969
H -2.42052 -0.78008 -1.59962
H -2.71509 1.90505 0.61597
H -1.36012 1.51582 1.69840
H 1.00758 4.90553 0.77730
H 2.52008 4.22901 0.03679
H 1.90706 3.79413 1.81000
H 1.94175 -3.92883 -0.20229
H 0.50241 -3.05744 -1.11021
H 2.42735 -2.98055 -1.52277
H -0.34339 -0.81933 -2.14904
H 1.09636 0.09982 -1.88133
H -0.51716 0.65760 -2.73924
H 4.03620 -1.83083 -0.74369
H 4.28329 -0.19742 -0.39587
H 4.44515 -1.48526 0.94381
H 0.39852 -0.86393 1.24447
*
```

Calculated atomic charges, method Löwdin, unit e:
1. C 0.012
2. C 0.052
3. C -0.492
4. C -0.147
5. C -0.199
6. C -0.126
7. C -0.110
8. C -0.056
9. C 0.002
10. C 0.020
11. C -0.080
12. C -0.264
13. N 0.050
14. N -0.022
15. O -0.019
16. H 0.133
17. H 0.151
18. H 0.144
19. H 0.151
20. H 0.184
21. H 0.114
22. H 0.139
23. H 0.143
24. H 0.117
25. H 0.092
26. H 0.096
27. H 0.138
28. H 0.077
29. H 0.085
30. H 0.070
31. H 0.132
32. H 0.095
33. H 0.035
34. H 0.088
35. H 0.097
36. H 0.095

***

Record 4
Formula: C4H7N3
Source: the OMol25 dataset
Level of theory: the ωB97M-V functional and the def2-TZVPD basis

Properties
max |F|: 0.1723 hartree/bohr
E_tot: -320.7396 a.u.
ΔE to the lowest compared entry with this formula, charge and spin: 90.1 kcal per mole

Geometry as ORCA input:
```
! RIJCOSX wB97M-V def2-TZVPD def2/J DEFGRID3
* xyz 0 1
C 0.80524 0.16094 1.66784
N -0.05388 0.23716 0.42661
C -0.66304 1.23328 0.02388
N -0.87172 1.49843 -1.31001
N -0.30227 0.59976 -2.27055
C -0.17034 -0.59967 -1.94931
C -0.27759 -1.03224 -0.47525
H 0.09745 -0.44669 2.34319
H 1.83866 -0.08030 1.70693
H 0.85398 1.14006 2.31989
H -0.78362 2.13189 0.71273
H 0.18163 -1.51421 -2.64940
H 0.58618 -1.69408 -0.36838
H -1.24068 -1.63433 -0.17818
*
```

Calculated atomic charges, method Löwdin, unit e:
1. C -0.031
2. N -0.147
3. C -0.281
4. N -0.009
5. N -0.020
6. C -0.213
7. C -0.091
8. H 0.105
9. H 0.058
10. H 0.113
11. H 0.143
12. H 0.141
13. H 0.094
14. H 0.140

***

Record 5
Formula: C3H6N2O
Source: the OMol25 dataset
Level of theory: the ωB97M-V functional and the def2-TZVPD basis

Properties
max |F|: 0.0948 hartree/bohr
E_tot: -302.6238 a.u.
ΔE to the lowest compared entry with this formula, charge and spin: 43.5 kcal per mole

Geometry as ORCA input:
```
! RIJCOSX wB97M-V def2-TZVPD def2/J DEFGRID3
* xyz 0 1
H 1.44872 1.89097 -0.44890
N 0.57810 1.50783 -1.04986
C 0.46019 0.28639 -0.83997
N -0.01183 -0.63426 -1.71370
C 0.42665 -0.24349 0.71953
C -0.87338 -0.03390 1.44776
O 1.36010 -0.86230 1.15741
H 0.15536 -0.41861 -2.68576
H 0.02682 -1.60323 -1.43861
H -1.70464 -0.37872 0.83528
H -0.86340 -0.54674 2.40801
H -1.00269 1.03607 1.60881
*
```

Calculated atomic charges, method Löwdin, unit e:
1. H 0.125
2. N 0.079
3. C -0.499
4. N 0.138
5. C -0.373
6. C -0.017
7. O 0.082
8. H 0.104
9. H 0.103
10. H 0.086
11. H 0.085
12. H 0.087

***

Record 6
Formula: C6H13NO
Source: the OMol25 dataset
Level of theory: the ωB97M-V functional and the def2-TZVPD basis

Properties
max |F|: 0.0473 hartree/bohr
E_tot: -366.3722 a.u.
ΔE to the lowest compared entry with this formula, charge and spin: 38.7 kcal per mole

Geometry as ORCA input:
```
! RIJCOSX wB97M-V def2-TZVPD def2/J DEFGRID3
* xyz 0 1
C -0.97953 -0.29247 -2.05181
C -0.30167 0.38292 -0.82657
C 0.47732 1.62497 -1.28272
O -1.13293 0.62084 0.30777
C -0.01261 -0.31298 0.39219
C -0.38489 -1.74711 0.60500
C 1.07834 0.16179 1.39347
N 0.55077 0.39485 2.69778
H -0.13170 -0.49241 -2.71766
H -1.67163 0.42208 -2.52706
H -1.52254 -1.19222 -1.77388
H 0.77139 2.31322 -0.48821
H -0.16603 2.17135 -1.99458
H 1.39839 1.35984 -1.83019
H -0.45461 -1.95632 1.68844
H 0.44188 -2.39968 0.22939
H -1.35553 -2.02684 0.14641
H 1.54913 1.04649 0.95595
H 1.84195 -0.62145 1.41061
H 0.22585 -0.50212 3.08694
H -0.22136 1.04524 2.57871
*
```

Calculated atomic charges, method Löwdin, unit e:
1. C 0.001
2. C -0.486
3. C -0.020
4. O 0.013
5. C -0.427
6. C -0.017
7. C -0.225
8. N 0.018
9. H 0.088
10. H 0.089
11. H 0.066
12. H 0.076
13. H 0.086
14. H 0.091
15. H 0.078
16. H 0.105
17. H 0.089
18. H 0.103
19. H 0.121
20. H 0.075
21. H 0.077

***

Record 7
Formula: C20H28F3O2Sc
Source: the OMol25 dataset
Level of theory: the ωB97M-V functional and the def2-TZVPD basis

Properties
max |F|: 0.0782 hartree/bohr
E_tot: -1989.5812 a.u.
ΔE to the lowest compared entry with this formula, charge and spin: 51.3 kcal per mole

Geometry as ORCA input:
```
! RIJCOSX wB97M-V def2-TZVPD def2/J DEFGRID3
* xyz 0 1
O 0.07041 -1.03265 -1.14414
C 0.38421 0.14292 -2.02651
C 0.53745 -0.66793 -3.30232
H 1.33803 0.56570 -1.67397
H -0.46477 0.84721 -2.04854
C 0.24977 -1.90063 -2.43856
H 1.56770 -0.63204 -3.68612
H -0.21007 -0.45451 -4.07548
C 1.45894 -2.81472 -2.43037
H 2.34165 -2.32088 -2.01437
H 1.68594 -3.09852 -3.46790
H 1.29075 -3.74627 -1.88358
C -1.05324 -2.63699 -2.70448
H -1.88958 -1.92550 -2.69539
H -1.22928 -3.41594 -1.94255
H -1.01221 -3.12943 -3.68955
Sc -0.25457 -1.02368 0.87444
C -1.71741 -1.75039 2.79578
C -1.20533 -0.44521 2.96282
C -1.75780 0.38529 1.94048
H -0.56633 -0.13320 3.76844
C -2.56913 -0.44988 1.09861
C -2.48987 -1.78162 1.60846
H -3.04079 -2.64244 1.23544
H -1.60890 -2.55550 3.51496
H -1.74071 1.46576 1.93554
H -3.22226 -0.07624 0.30652
C 1.13327 -2.45451 2.79779
C 0.46019 -3.35909 1.93505
C 0.85894 -3.08936 0.59812
H -0.20988 -4.17174 2.22534
C 1.84706 -2.02077 0.64727
C 1.91676 -1.56800 2.00302
H 2.60677 -0.80913 2.36995
H 1.12057 -2.45488 3.88745
H 0.56008 -3.69384 -0.26036
H 2.53164 -1.69971 -0.14494
O 1.26581 4.06401 -1.06012
C 0.47103 3.02665 -0.43260
C -0.99037 3.48292 -0.30273
H 0.88011 2.84927 0.58124
H 0.58286 2.09851 -1.03432
C -0.89094 5.02168 -0.45300
H -1.41773 3.22722 0.67414
H -1.61427 2.99675 -1.06894
C 0.46105 5.27244 -1.14347
H -0.82215 5.43902 0.55875
H -1.72906 5.50650 -0.97512
H 0.99782 6.16075 -0.77386
H 0.24587 5.50265 -2.20521
F 2.14774 1.51939 1.84283
C 0.98520 1.19992 2.48210
F 0.34128 2.39240 2.69448
F 1.36774 0.78822 3.73948
*
```

Calculated atomic charges, method Löwdin, unit e:
1. O -0.235
2. C -0.104
3. C -0.064
4. H 0.135
5. H 0.129
6. C -0.456
7. H 0.128
8. H 0.129
9. C -0.025
10. H 0.090
11. H 0.109
12. H 0.075
13. C 0.002
14. H 0.099
15. H 0.095
16. H 0.104
17. Sc 0.959
18. C -0.159
19. C -0.182
20. C -0.196
21. H 0.101
22. C -0.175
23. C -0.159
24. H 0.108
25. H 0.118
26. H 0.090
27. H 0.107
28. C -0.119
29. C -0.146
30. C -0.198
31. H 0.116
32. C -0.191
33. C -0.151
34. H 0.104
35. H 0.122
36. H 0.079
37. H 0.102
38. O -0.135
39. C -0.186
40. C -0.148
41. H 0.093
42. H 0.066
43. C -0.156
44. H 0.091
45. H 0.103
46. C -0.194
47. H 0.109
48. H 0.110
49. H 0.115
50. H 0.108
51. F -0.008
52. C -0.505
53. F 0.003
54. F -0.006

***

Record 8
Formula: N2O3S
Source: the OMol25 dataset
Level of theory: the ωB97M-V functional and the def2-TZVPD basis

Properties
max |F|: 0.0661 hartree/bohr
E_tot: -733.1884 a.u.
ΔE to the lowest compared entry with this formula, charge and spin: 144.1 kcal per mole

Geometry as ORCA input:
```
! RIJCOSX wB97M-V def2-TZVPD def2/J DEFGRID3
* xyz 0 1
O -1.16694 1.19530 0.11096
N -0.03354 1.06657 -0.15190
S 1.00660 -0.08549 0.54849
O 2.15649 0.11140 -0.30524
N -0.18254 -1.19143 -0.16238
O -1.30076 -1.11932 0.21712
*
```

Calculated atomic charges, method Löwdin, unit e:
1. O 0.009
2. N -0.233
3. S 0.896
4. O -0.454
5. N -0.199
6. O -0.018